18
Properties=species:S:1:pos:R:3:forces:R:3:lowdin_charge:R:1 method="wB97M-V/def2-TZVPD" spin_multiplicity=1 orbital_gap_ev=9.661 relative_energy_kcal_mol=49.8 e_lumo_ev=0.68
C -2.3816 1.4022 1.5403 2.10 0.43 0.23 -0.12
C -1.9364 -0.0401 1.2715 -3.23 -1.09 1.85 -0.27
C -0.5554 -0.1663 0.8228 0.47 -2.34 -2.79 -0.34
C -0.0664 0.4618 -0.2906 3.16 -1.72 0.64 0.00
N 1.0574 -0.4716 -0.7495 -2.62 1.19 0.71 0.03
C 0.9688 -1.6178 0.0238 -2.81 3.25 2.55 -0.17
N 0.0303 -1.4750 0.9572 0.37 0.57 -0.87 0.08
H -1.9238 1.5480 2.5680 -0.78 0.94 -1.24 0.09
H -3.4293 1.7108 1.4691 0.12 -0.70 0.32 0.07
H -1.8514 1.9915 0.7418 -0.43 0.06 1.11 0.06
H -2.0784 -0.6616 2.2590 0.13 0.90 -2.05 0.14
H -2.6255 -0.4548 0.4624 0.98 0.01 1.11 0.13
H -0.2725 1.4715 -0.7109 0.50 -1.22 0.17 0.11
H 1.9350 -0.0272 -0.8775 0.94 0.07 -0.89 0.08
H 1.5321 -2.5079 0.0556 1.00 -0.51 -0.73 0.10
H 1.7160 1.3822 -2.5835 -1.20 0.61 0.24 0.01
H 2.5174 0.5375 -3.4622 0.05 -1.41 -1.95 0.02
O 2.5865 1.0496 -2.6978 1.24 0.95 1.59 -0.01

---

13
Properties=species:S:1:pos:R:3:forces:R:3:lowdin_charge:R:1 method="wB97M-V/def2-TZVPD" spin_multiplicity=1 orbital_gap_ev=9.180 relative_energy_kcal_mol=73.2 e_lumo_ev=0.57
C -1.2340 -1.2761 1.0276 0.06 -0.04 0.15 -0.03
C -0.3866 -0.3393 0.2366 -0.33 0.01 -0.31 -0.31
O 0.5924 -0.9929 -0.5620 -0.16 -0.15 -0.22 0.04
C 1.7553 -0.3792 -0.8154 0.31 0.30 0.07 -0.30
O 2.1440 0.6952 -0.4189 -0.14 -0.86 0.07 0.05
C -0.6508 0.9249 -0.0302 -0.04 -0.28 -0.03 -0.05
C -0.2257 2.1213 -0.3181 1.10 -0.61 -0.09 0.03
H -1.8716 -0.6957 1.6997 0.11 -0.07 -0.07 0.09
H -0.6632 -2.0063 1.6045 0.03 0.09 -0.05 0.08
H -1.8962 -1.8171 0.3369 0.16 0.02 0.19 0.09
H 0.9175 1.8946 -0.1373 -1.73 2.25 0.07 0.09
H 2.3836 -1.0119 -1.4510 -0.20 -0.14 -0.07 0.15
H -0.7923 2.8725 -0.8973 0.82 -0.50 0.27 0.07

---

69
Properties=species:S:1:pos:R:3:forces:R:3:lowdin_charge:R:1 method="wB97M-V/def2-TZVPD" spin_multiplicity=1 orbital_gap_ev=1.898 relative_energy_kcal_mol=0.0 e_lumo_ev=5.22 total_charge=-3
N -1.2410 -1.1232 -0.6212 -0.87 -0.43 0.57 0.25
H -1.4055 -0.1761 -0.2939 0.78 -0.14 -0.50 0.04
H -1.2277 -1.7533 0.2291 0.15 -1.34 0.62 0.06
H -0.4806 -1.2425 -1.3125 -0.17 0.14 0.00 0.08
H -2.0780 -1.4479 -1.1337 0.17 -0.16 -0.47 0.08
C -2.7395 -3.6997 -4.4647 1.57 2.10 0.85 -0.03
C -2.1794 -2.7125 -3.6060 -0.68 -0.19 -0.62 -0.36
C -0.6675 -2.3858 -3.7160 0.53 -1.76 -1.48 -0.36
O -0.1820 -1.4113 -3.1019 0.02 0.44 0.32 -0.09
C 0.1045 -3.2734 -4.5410 -0.74 2.07 1.38 -0.02
C -0.4300 -4.2508 -5.3819 2.39 -0.39 -0.51 -0.41
C -1.9265 -4.4125 -5.3569 -2.71 -3.19 0.27 -0.39
O -2.4950 -5.4189 -5.8985 1.34 0.91 -0.73 -0.10
O 0.3561 -4.9774 -6.0624 -1.53 0.37 0.06 -0.09
O -2.8510 -2.0673 -2.7710 -0.22 0.46 0.52 -0.08
H -3.7645 -3.9983 -4.3119 -0.08 -0.04 -0.11 0.09
H 1.1710 -3.0892 -4.4886 0.10 -0.27 -0.25 0.09
O -1.6711 -3.0442 1.3636 0.87 0.78 -0.56 -0.42
C -0.5843 -3.8067 1.7973 -1.23 0.34 0.02 -0.49
C 0.5881 -4.2193 0.8468 -0.60 -2.04 -1.33 -0.53
O 0.4264 -5.2742 -0.0507 -0.31 0.77 1.14 -0.44
H -0.9658 -4.7467 2.2418 0.09 -0.49 -0.23 0.06
H -0.1521 -3.3235 2.7060 0.73 0.37 0.13 0.03
H 1.3574 -4.5347 1.5853 0.69 0.46 0.44 0.03
H 0.9361 -3.3731 0.2231 0.16 0.88 0.49 0.05
C 2.1449 -0.5084 0.9243 0.15 -0.20 -0.11 -0.07
C 2.7932 0.8675 0.8028 -0.78 -0.28 1.01 -0.22
N 2.6717 1.6259 2.0833 0.27 1.63 -1.77 -0.19
C 3.1720 0.9963 3.2777 -1.46 -2.34 0.48 -0.25
C 1.9464 0.3771 4.0070 0.15 0.26 1.17 -0.09
C 3.2161 2.9406 1.7978 -0.44 1.40 0.37 -0.29
C 2.8842 3.9880 2.8995 0.13 -0.79 -0.43 -0.09
H 2.5859 -1.0308 1.7719 0.29 -0.61 -0.55 0.06
H 2.1658 -1.0594 -0.0164 0.62 -0.27 0.19 0.08
H 1.0780 -0.5617 1.1560 -0.08 0.86 0.01 0.07
H 3.8596 0.9052 0.5406 0.15 -0.81 -0.14 0.11
H 2.3105 1.4116 -0.0122 -0.25 0.29 0.30 0.09
H 3.6960 0.0528 3.0827 0.90 0.49 -0.49 0.10
H 3.7810 1.6173 3.9308 -0.03 0.20 -0.17 0.10
H 1.3916 -0.2827 3.3465 -0.21 0.42 -0.19 0.06
H 2.1881 -0.2852 4.8469 0.58 0.06 -0.02 0.06
H 1.3108 1.1357 4.4692 -0.25 0.11 -0.44 0.06
H 2.7868 3.3276 0.8695 -0.37 -0.29 -0.02 0.10
H 4.2883 2.9642 1.5430 0.35 -0.30 0.46 0.10
H 3.2523 3.5718 3.8364 -0.14 0.44 0.26 0.05
H 1.8062 4.1428 2.9536 -0.06 -0.27 0.12 0.06
H 3.3110 4.9761 2.7218 0.35 -0.14 -0.09 0.06
C -1.2443 4.0231 -1.4689 -0.24 0.04 -1.36 -0.10
C -0.5683 2.6527 -1.2956 -1.55 -1.04 0.93 -0.20
N -1.2025 1.8030 -0.2579 -0.16 0.04 1.49 -0.21
C -2.6469 1.5295 -0.2692 0.15 1.00 -0.92 -0.27
C -3.1414 1.1892 -1.6808 0.12 0.18 0.54 -0.06
C -0.8626 2.2559 1.0793 1.29 -0.80 1.07 -0.26
C -1.3361 1.3902 2.3072 0.07 0.51 -1.03 -0.07
H -1.0439 4.3305 -2.5021 0.80 0.65 0.28 0.07
H -1.0052 4.7660 -0.7103 0.44 0.04 -0.19 0.06
H -2.3333 4.0734 -1.5691 -0.13 -0.88 0.65 0.05
H -0.5388 2.0168 -2.1807 -0.31 0.47 -0.40 0.12
H 0.4791 2.7450 -1.0087 -0.02 0.26 0.14 0.10
H -2.9027 0.8377 0.5324 0.29 -0.55 -0.41 0.10
H -3.1527 2.4471 0.0806 -0.32 0.18 -0.20 0.11
H -4.1137 0.6986 -1.6512 -0.17 0.38 -0.09 0.08
H -3.1364 2.1722 -2.1537 -0.55 -0.27 -0.61 0.05
H -2.5211 0.5133 -2.2718 0.27 -0.06 0.29 0.07
H -1.1510 3.2883 1.3363 -0.38 0.21 -0.38 0.10
H 0.2320 2.2542 1.1046 0.06 0.06 0.22 0.08
H -2.3968 1.5744 2.4800 0.00 -0.03 0.26 0.06
H -0.7526 1.7182 3.1675 -0.10 0.08 0.05 0.05
H -1.1991 0.3108 2.2190 0.10 0.00 -0.31 0.07

---

45
Properties=species:S:1:pos:R:3:forces:R:3:lowdin_charge:R:1 method="wB97M-V/def2-TZVPD" spin_multiplicity=1 orbital_gap_ev=9.934 relative_energy_kcal_mol=2.2 e_lumo_ev=0.59
C -3.6768 0.3808 4.7494 0.03 0.06 -0.01 -0.17
C -2.5394 1.0729 4.0250 -0.05 -0.12 -0.43 -0.52
H -2.7660 2.1246 3.8482 0.11 -0.04 0.08 0.07
H -1.5977 0.9761 4.5632 0.01 0.07 -0.02 0.07
S -2.2465 0.3384 2.3819 0.24 -0.09 0.28 0.96
C -3.4181 1.2612 1.4142 0.20 -0.29 0.44 -0.73
O -4.1089 2.1033 1.9174 -0.38 0.35 -0.20 0.03
C -3.3811 0.8871 -0.0377 0.04 0.25 -0.19 -0.20
C -2.1549 1.5205 -0.7073 -0.12 -0.24 -0.24 -0.21
C -2.0794 1.1478 -2.1853 0.15 0.28 0.06 -0.22
C -0.9257 1.8349 -2.9176 0.03 -0.08 0.12 -0.21
C 0.4692 1.4904 -2.3926 -0.23 -0.17 -0.21 -0.22
C 0.8049 0.0035 -2.4841 0.30 0.39 0.17 -0.22
C 2.2583 -0.2729 -2.1051 -0.33 -0.38 -0.08 -0.22
C 2.5896 -1.7619 -2.1811 0.32 0.25 -0.07 -0.22
C 4.0624 -2.0677 -1.9135 -0.27 -0.12 0.22 -0.22
C 4.4946 -1.7678 -0.4792 0.40 -0.22 -0.35 -0.20
C 5.8952 -2.3124 -0.1930 -0.18 0.50 0.27 -0.29
H 6.6099 -1.9134 -0.9165 -0.02 0.06 0.07 0.12
O 5.9789 -3.7120 -0.3206 -0.08 -0.50 -0.01 -0.07
H 5.3170 -4.1113 0.2553 0.09 0.01 -0.03 0.09
H 6.2124 -2.0030 0.8147 0.03 0.02 -0.16 0.11
H 3.7852 -2.2248 0.2178 -0.05 0.04 0.10 0.12
H 4.5000 -0.6927 -0.2973 -0.05 0.06 0.10 0.11
H 4.6841 -1.4914 -2.6020 0.07 -0.01 -0.08 0.12
H 4.2473 -3.1260 -2.1117 0.07 0.04 -0.05 0.11
H 2.3348 -2.1267 -3.1792 -0.09 -0.04 -0.01 0.11
H 1.9694 -2.3062 -1.4645 -0.07 -0.08 0.00 0.11
H 2.9194 0.2774 -2.7789 0.07 0.08 0.01 0.12
H 2.4354 0.0937 -1.0923 0.06 0.10 0.04 0.11
H 0.6245 -0.3447 -3.5040 -0.07 -0.08 -0.05 0.12
H 0.1549 -0.5652 -1.8169 -0.09 -0.11 -0.01 0.11
H 1.1990 2.0508 -2.9826 0.06 0.04 0.06 0.11
H 0.5689 1.8220 -1.3577 0.08 0.06 0.06 0.11
H -1.0634 2.9170 -2.8520 -0.05 0.04 -0.09 0.11
H -0.9792 1.5604 -3.9740 0.01 0.08 -0.06 0.11
H -1.9850 0.0652 -2.2814 -0.08 -0.09 -0.03 0.11
H -3.0139 1.4387 -2.6716 -0.05 -0.08 -0.01 0.11
H -1.2598 1.1740 -0.1892 0.05 0.10 0.02 0.09
H -2.2102 2.6067 -0.6063 0.06 0.04 0.06 0.13
H -4.2952 1.2473 -0.5137 -0.01 -0.06 0.06 0.13
H -3.3227 -0.1984 -0.1320 -0.06 -0.03 -0.01 0.11
H -3.4702 -0.6810 4.8653 -0.03 -0.06 0.04 0.07
H -3.8058 0.8228 5.7352 -0.07 0.00 0.13 0.07
H -4.6039 0.5005 4.1931 -0.05 -0.02 0.00 0.07

---

69
Properties=species:S:1:pos:R:3:forces:R:3:lowdin_charge:R:1 method="wB97M-V/def2-TZVPD" spin_multiplicity=2 orbital_gap_ev="8.826 / 8.415" s2=0.943 relative_energy_kcal_mol=11.7 e_lumo_ev="-1.72 / -1.70" total_charge=+1
Co 0.7319 1.0661 -0.4973 0.65 0.14 -0.27 0.12
C -2.3091 0.5205 -2.7010 0.06 0.06 -0.01 -0.49
C -2.9544 1.3616 -1.6030 -0.01 -0.11 0.04 -0.49
S -2.1168 1.1439 -0.0137 -0.10 0.06 0.09 0.88
C -2.6106 2.7149 0.7395 -0.06 -0.07 0.04 -0.50
C -1.7942 3.0090 1.9943 0.09 0.01 -0.08 -0.50
S -0.0087 2.7808 1.8277 -0.04 0.03 0.05 0.89
C 0.5542 4.3341 1.0980 -0.05 -0.08 -0.01 -0.49
C 0.2412 4.5742 -0.3744 0.10 0.04 0.01 -0.47
S 0.9590 3.3310 -1.4852 -0.07 -0.47 0.31 0.96
C -0.2760 3.3996 -2.8080 0.08 0.04 -0.08 -0.47
C -0.2232 2.1558 -3.6813 -0.01 -0.03 0.02 -0.49
S -0.5053 0.5845 -2.8360 -0.12 -0.12 0.24 0.91
H -2.7289 0.7966 -3.6690 -0.07 -0.06 0.00 0.09
H -2.5224 -0.5372 -2.5393 -0.02 0.04 -0.01 0.05
H -3.9994 1.0702 -1.4919 -0.03 0.03 -0.10 0.09
H -2.9296 2.4210 -1.8553 -0.01 0.01 -0.03 0.06
H -3.6696 2.6666 0.9965 -0.01 0.08 0.02 0.09
H -2.4813 3.4973 -0.0075 -0.01 0.05 0.02 0.06
H -2.0733 2.3219 2.7949 -0.05 0.03 -0.01 0.08
H -1.9924 4.0233 2.3434 -0.06 -0.02 0.04 0.09
H 1.6316 4.3320 1.2669 0.00 0.04 0.00 0.08
H 0.1315 5.1484 1.6873 0.06 0.07 -0.01 0.09
H 0.6497 5.5420 -0.6658 -0.05 0.05 0.02 0.09
H -0.8329 4.5979 -0.5445 -0.02 0.01 0.02 0.06
H -0.0697 4.2780 -3.4212 -0.05 0.02 -0.01 0.09
H -1.2553 3.5225 -2.3492 -0.02 -0.03 -0.01 0.06
H 0.7629 2.0502 -4.1358 -0.01 0.02 -0.01 0.08
H -0.9540 2.2412 -4.4866 0.05 0.02 -0.05 0.09
N 4.2138 -0.6285 -2.0670 -0.02 0.00 0.03 0.20
C 3.2635 0.0497 -1.4019 0.01 0.11 0.07 -0.52
O 2.2229 0.4077 -1.9564 -0.04 -0.10 -0.26 -0.07
C 3.4829 0.3574 0.0543 0.03 -0.02 0.07 -0.17
C 2.4249 1.3265 0.5619 -0.66 -0.02 -0.29 -0.23
H 4.0678 -0.8702 -3.0325 -0.02 0.02 -0.01 0.12
H 5.0535 -0.9351 -1.6100 0.02 0.05 0.00 0.12
H 4.5020 0.7381 0.1759 0.05 -0.06 0.06 0.12
H 3.4370 -0.5930 0.5964 0.00 0.01 -0.01 0.11
H 2.7333 2.3573 0.3678 0.16 -0.02 0.15 0.03
H 2.2510 1.2003 1.6302 0.10 0.00 0.01 0.03
C 0.1941 -0.5833 3.0346 -0.12 -0.10 0.06 -0.09
N 0.0616 -1.9221 2.4690 0.31 0.15 0.12 -0.30
C 0.5195 -2.9859 3.3511 -0.04 0.00 0.02 -0.09
P -0.0243 -2.1176 0.8384 -0.20 0.24 0.05 0.54
O 0.3944 -0.8979 0.0933 0.22 0.14 -0.05 -0.31
N -1.6003 -2.5050 0.5295 -0.02 -0.35 -0.10 -0.29
C -2.5222 -3.0709 1.5041 -0.05 0.14 -0.06 -0.10
C -1.9117 -2.8555 -0.8543 -0.09 0.09 0.11 -0.10
N 0.8945 -3.4018 0.3739 0.05 -0.14 -0.30 -0.29
C 0.4431 -4.7766 0.5205 0.03 0.02 -0.04 -0.11
C 2.0958 -3.2411 -0.4339 0.00 -0.07 0.13 -0.08
H -0.5126 -0.4483 3.8586 0.03 -0.01 0.00 0.09
H -0.0021 0.1643 2.2724 -0.01 -0.02 -0.02 0.01
H 1.2066 -0.4201 3.4179 -0.01 0.00 -0.01 0.09
H 0.0115 -2.9002 4.3138 -0.01 0.00 0.00 0.09
H 1.5986 -2.9285 3.5285 0.00 0.00 -0.01 0.09
H 0.2914 -3.9681 2.9429 0.00 0.04 0.03 0.06
H -2.1928 -2.8348 2.5118 0.00 0.01 0.00 0.08
H -2.6105 -4.1590 1.4004 0.02 0.01 -0.01 0.08
H -3.5162 -2.6420 1.3609 -0.01 0.01 -0.01 0.09
H -1.2148 -2.3662 -1.5355 0.02 0.00 0.03 0.07
H -2.9242 -2.5225 -1.0960 0.01 0.01 0.01 0.09
H -1.8675 -3.9369 -1.0242 0.01 -0.01 0.02 0.09
H -0.5168 -4.8195 1.0318 0.00 0.00 -0.01 0.06
H 1.1606 -5.3645 1.0988 0.01 0.00 0.01 0.09
H 0.3265 -5.2518 -0.4576 0.01 0.00 -0.02 0.09
H 2.2724 -2.1878 -0.6181 -0.02 0.01 -0.01 0.04
H 1.9699 -3.7416 -1.3988 0.00 0.00 0.01 0.09
H 2.9681 -3.6728 0.0650 0.00 -0.01 0.01 0.09

---

42
Properties=species:S:1:pos:R:3:forces:R:3:lowdin_charge:R:1 method="wB97M-V/def2-TZVPD" spin_multiplicity=1 orbital_gap_ev=4.053 e_lumo_ev=-6.12 total_charge=+1
C 1.9555 -1.8122 2.0289 0.51 -0.71 0.11 -0.13
C 1.9847 -3.0826 1.0786 -0.54 0.65 0.31 -0.24
C 0.9582 -2.9875 -0.1262 0.40 -1.17 0.20 -0.26
C -0.5365 -2.8456 0.3542 0.17 -0.55 -0.64 -0.30
C -1.4446 -1.8654 -0.4980 -0.06 -0.21 0.10 -0.39
Nb -0.9034 0.3546 -0.3415 0.35 -0.07 1.75 1.56
C -0.9175 0.3498 -2.6788 0.86 0.66 -4.38 -0.39
C -1.4042 1.7577 -3.2289 -0.97 -4.03 2.91 -0.89
O -2.4605 2.1121 -2.9000 -0.51 1.64 -0.82 0.06
Br -0.3080 2.9579 -4.4913 0.78 2.64 0.05 0.65
C -0.4629 2.5745 -0.2200 0.33 0.42 -0.34 -0.40
C 0.9744 3.0799 -0.5859 -0.92 1.96 1.48 -0.79
C 1.8834 3.3931 0.6725 -0.16 0.11 -1.14 -0.15
Br 2.0477 1.9778 -1.8325 -0.06 0.05 -0.22 0.59
B -1.1888 0.3019 1.9606 0.28 -0.47 2.04 -0.66
N -2.3067 -0.4441 2.5785 0.60 0.35 -0.62 0.10
O -0.2999 0.9803 2.8476 -1.38 0.49 -1.58 0.01
H 1.8873 -0.8486 1.4784 -0.11 -0.74 0.37 0.03
H 1.1344 -1.9131 2.7884 0.67 0.35 -0.77 0.07
H 2.9183 -1.7958 2.5988 -0.80 0.03 -0.31 0.07
H 1.7095 -3.9567 1.7295 0.26 0.59 -0.74 0.11
H 3.0336 -3.2566 0.7260 -0.95 0.15 0.07 0.10
H 1.0402 -3.9714 -0.6728 -0.08 0.91 0.37 0.10
H 1.2674 -2.2130 -0.8697 -0.32 -0.31 0.79 0.06
H -1.0056 -3.8671 0.2638 0.44 0.86 0.25 0.11
H -0.5358 -2.6187 1.4495 -0.18 0.16 -0.90 0.08
H -2.4887 -1.9594 -0.0736 0.79 0.29 -0.53 0.04
H -1.5437 -2.2202 -1.5677 0.21 0.01 0.99 0.03
H 0.8336 -0.1624 -0.2443 0.07 -0.35 0.16 -0.08
H -2.7155 0.7138 -0.4454 -0.27 -0.15 0.07 -0.07
H 0.1332 0.0327 -2.9862 -0.69 0.56 0.59 -0.01
H -1.6228 -0.4424 -3.0644 0.09 0.85 0.71 0.05
H -1.2725 3.1250 -0.7833 0.89 -0.33 0.38 0.04
H -0.6315 2.8658 0.8569 0.13 -0.44 -0.90 0.05
H 0.8394 4.0769 -1.0880 0.49 -1.12 0.00 0.08
H 1.4070 4.2695 1.1871 0.45 -0.92 -0.24 0.09
H 2.8759 3.7187 0.2636 -0.78 -0.29 0.66 0.07
H 2.0073 2.5187 1.3493 -0.19 0.63 -0.46 0.08
H -3.1847 0.0765 2.5689 0.11 -0.36 0.17 0.07
H -2.4273 -1.3578 2.1424 -0.43 0.40 -0.06 0.04
H -0.8014 1.7455 3.1917 0.46 -0.43 0.45 0.10
Yb -0.4286 0.6378 -5.4167 0.07 -2.11 -0.33 1.31

---

| no. | E (a.u.) |
| --- | --- |
| 1 | -381.20610 |
| 2 | -344.48532 |
| 3 | -1401.43787 |
| 4 | -1098.91891 |
| 5 | -4358.01780 |
| 6 | -6988.60446 |